Below is a 20-piece molecular cluster, C44H139N11O20 overall in a non-equilibrium geometry, with properties calculated with ωB97M-V with the def2-TZVPD basis set.

Results
- DFT total energy (eV) = -105215.1853
- HOMO-LUMO gap (eV) = 8.084
- energy above the lowest of the compared OMol25 structures with the same formula, charge and spin (kJ/mol) = 241.0

```
214
Properties=species:S:1:pos:R:3:mulliken_charge:R:1
O 2.401 0.884 -4.724 -0.42
H 1.859 1.190 -5.455 0.20
H 3.234 1.347 -4.834 0.21
O -3.559 -3.235 3.285 -0.55
H -4.293 -2.771 2.876 0.24
H -3.749 -4.164 3.138 0.25
O 0.978 -3.179 -2.801 2.64
H 1.416 -3.783 -3.415 -0.38
H 0.294 -3.711 -2.382 -0.49
O 4.610 -2.417 0.497 -0.60
H 4.819 -2.164 1.398 0.22
H 3.666 -2.234 0.405 0.16
O 5.019 0.493 -3.278 -0.67
H 5.289 1.196 -3.872 0.34
H 4.182 0.183 -3.632 0.11
O 2.483 -5.174 0.122 -0.70
H 1.833 -5.504 0.751 0.40
H 1.962 -4.794 -0.589 0.09
O 4.328 -3.161 -2.235 -0.74
H 4.305 -3.080 -3.192 0.46
H 3.434 -2.960 -1.953 0.04
O 6.114 -1.049 -1.320 -0.55
H 5.790 -0.597 -2.103 0.33
H 6.019 -0.408 -0.615 0.26
O -1.650 -2.696 5.344 -0.56
H -2.218 -2.763 4.572 0.30
H -1.981 -3.366 5.944 0.28
C 3.748 -1.639 -6.417 -1.65
C 3.576 -2.635 -5.254 2.55
C 2.513 -3.685 -5.582 -1.28
O 2.355 -4.664 -4.532 -0.64
C 1.646 -5.827 -4.883 -1.08
N 4.779 -3.468 -5.019 -0.76
H 3.960 -2.233 -7.308 0.51
H 4.501 -0.867 -6.265 0.33
H 2.786 -1.181 -6.650 0.28
H 3.195 -2.150 -4.354 -1.53
H 2.810 -4.315 -6.424 0.72
H 1.578 -3.257 -5.950 0.49
H 1.224 -6.423 -4.075 0.22
H 2.293 -6.507 -5.441 0.41
H 0.777 -5.586 -5.499 0.41
H 4.375 -4.343 -4.709 0.22
H 5.166 -3.760 -5.908 0.39
C 0.546 2.228 2.854 -0.98
C 0.385 1.168 3.947 0.47
C -1.003 0.999 4.496 0.06
O -1.308 2.223 5.167 -0.41
C -2.576 2.235 5.808 -0.57
N 0.970 -0.027 3.430 0.35
H 1.553 2.272 2.440 -0.21
H 0.263 3.196 3.271 0.65
H -0.127 2.036 2.016 0.12
H 0.986 1.599 4.750 -0.11
H -1.072 0.147 5.175 0.71
H -1.717 0.855 3.681 -0.23
H -2.655 1.575 6.674 0.33
H -3.362 2.056 5.074 0.01
H -2.778 3.190 6.293 0.29
H 0.377 -0.236 2.632 -0.55
H 0.972 -0.748 4.139 0.35
C -4.342 6.640 2.929 -1.77
C -3.933 5.248 2.511 0.73
C -2.742 5.339 1.477 -1.09
O -2.373 4.015 1.011 0.36
C -1.185 3.984 0.263 -1.26
N -3.495 4.566 3.721 -0.41
H -3.528 7.201 3.391 0.39
H -5.183 6.597 3.620 0.43
H -4.620 7.231 2.056 0.39
H -4.779 4.741 2.047 0.05
H -1.914 5.913 1.899 0.37
H -3.017 5.821 0.536 0.36
H -1.346 4.642 -0.593 0.61
H -0.933 3.002 -0.139 -0.33
H -0.420 4.321 0.964 0.64
H -2.792 5.148 4.156 0.33
H -3.036 3.697 3.479 -0.01
C 0.143 -3.931 2.621 0.06
C 0.829 -5.133 3.300 0.24
C 0.306 -5.647 4.639 -0.81
O 1.312 -6.499 5.216 -0.36
C 0.969 -6.912 6.511 -0.75
N 0.917 -6.236 2.334 -0.57
H -0.886 -4.184 2.360 0.07
H 0.698 -3.653 1.725 -0.43
H 0.104 -3.106 3.332 0.23
H 1.834 -4.823 3.590 0.18
H -0.663 -6.145 4.547 0.39
H 0.000 -4.862 5.334 0.43
H 1.826 -7.417 6.955 0.27
H 0.101 -7.572 6.492 0.29
H 0.800 -6.040 7.146 0.31
H -0.007 -6.453 1.980 0.20
H 1.109 -7.037 2.923 0.29
C -2.285 -2.689 -5.217 -1.21
C -1.617 -1.267 -5.104 0.04
C -1.885 -0.827 -3.628 0.94
O -3.303 -0.906 -3.370 -0.59
C -3.686 -0.228 -2.147 -0.07
N -0.155 -1.420 -5.227 -0.35
H -1.967 -3.066 -6.191 0.44
H -3.366 -2.811 -5.164 0.35
H -1.884 -3.392 -4.486 -0.10
H -2.060 -0.587 -5.830 0.41
H -1.557 0.190 -3.402 0.22
H -1.355 -1.485 -2.937 -0.79
H -3.504 0.840 -2.266 0.07
H -3.071 -0.672 -1.363 0.05
H -4.744 -0.423 -1.973 0.31
H 0.287 -0.547 -4.969 -0.02
H 0.289 -2.043 -4.564 -0.02
C 4.796 3.259 3.297 -1.66
C 4.690 1.800 3.718 0.39
C 3.855 1.584 5.052 -0.35
O 4.501 2.239 6.131 -0.43
C 3.734 2.274 7.305 -0.67
N 3.930 1.020 2.736 -0.13
H 3.852 3.799 3.389 0.21
H 4.978 3.384 2.229 0.42
H 5.613 3.784 3.793 0.43
H 5.676 1.342 3.792 0.59
H 3.640 0.527 5.218 0.48
H 2.943 2.158 4.876 -0.12
H 4.029 2.981 8.079 0.30
H 3.763 1.289 7.779 0.29
H 2.678 2.411 7.064 0.20
H 4.447 0.166 2.565 0.16
H 3.057 0.599 3.036 -0.20
C 0.902 3.748 -3.275 -0.54
C -0.202 3.758 -4.372 1.15
C -1.526 4.372 -3.846 -1.05
O -2.209 3.395 -3.107 -0.09
C -3.471 3.795 -2.553 -1.02
N 0.232 4.563 -5.458 -0.79
H 0.636 3.221 -2.359 -0.52
H 1.017 4.797 -2.999 0.43
H 1.829 3.354 -3.690 0.20
H -0.346 2.730 -4.711 -0.04
H -2.151 4.615 -4.710 0.38
H -1.399 5.326 -3.331 0.32
H -3.691 3.052 -1.787 0.05
H -4.256 3.709 -3.307 0.42
H -3.613 4.775 -2.094 0.44
H -0.467 4.495 -6.185 0.31
H 1.087 4.090 -5.721 0.30
C 5.338 7.253 0.883 -1.31
C 3.888 7.486 0.348 0.22
C 2.983 6.267 0.442 -0.29
O 3.318 5.257 -0.495 -0.53
C 2.459 4.162 -0.507 0.50
N 3.419 8.634 1.112 -0.71
H 5.496 7.181 1.958 0.30
H 6.072 7.888 0.385 0.34
H 5.673 6.319 0.424 0.36
H 4.052 7.682 -0.712 0.33
H 1.961 6.625 0.283 0.19
H 2.904 5.907 1.471 0.13
H 2.860 3.486 -1.263 0.02
H 1.445 4.533 -0.664 -0.18
H 2.471 3.558 0.404 0.10
H 3.232 8.346 2.063 0.29
H 2.542 8.904 0.685 0.28
C 2.044 0.276 -1.490 -0.96
C 1.524 -0.402 -0.182 1.43
C 0.017 -0.305 -0.050 0.13
O -0.396 -0.818 1.209 0.77
C -1.764 -0.969 1.405 -0.62
N 1.960 -1.807 -0.191 1.63
H 3.112 0.492 -1.538 0.68
H 1.632 1.275 -1.641 -0.12
H 1.868 -0.386 -2.339 -0.22
H 2.026 0.126 0.630 -0.51
H -0.422 -0.881 -0.869 -0.55
H -0.287 0.720 -0.274 -0.34
H -1.898 -1.240 2.452 -0.08
H -2.152 -1.773 0.777 0.25
H -2.313 -0.034 1.276 0.06
H 1.426 -2.103 0.617 -0.48
H 1.503 -2.155 -1.024 -1.18
C -2.470 -4.642 -1.530 -2.01
C -1.623 -5.759 -2.016 0.35
C -1.697 -6.087 -3.507 -0.24
O -3.070 -6.400 -3.848 -0.42
C -3.173 -6.962 -5.120 -0.80
N -0.263 -5.531 -1.591 -0.21
H -3.503 -4.946 -1.702 0.56
H -2.274 -3.705 -2.053 0.26
H -2.441 -4.451 -0.456 0.47
H -2.064 -6.622 -1.510 0.58
H -1.140 -7.002 -3.719 0.63
H -1.220 -5.309 -4.105 -0.23
H -4.221 -7.037 -5.408 0.30
H -2.736 -7.963 -5.130 0.31
H -2.666 -6.352 -5.869 0.28
H -0.526 -5.289 -0.644 -0.26
H 0.205 -6.427 -1.634 0.32
C -4.984 0.956 3.143 -0.50
C -6.513 1.085 2.861 0.36
C -6.896 1.362 1.374 -0.63
O -6.603 2.697 0.948 -0.36
C -6.246 2.711 -0.424 -0.44
N -7.262 -0.087 3.310 -0.81
H -4.447 1.899 3.051 -0.29
H -4.534 0.245 2.447 -0.03
H -4.746 0.531 4.119 0.59
H -6.841 1.851 3.567 0.36
H -7.957 1.163 1.216 0.29
H -6.300 0.665 0.782 0.27
H -5.908 3.690 -0.764 0.24
H -7.091 2.402 -1.041 0.43
H -5.419 2.025 -0.620 0.05
H -8.159 0.342 3.497 0.30
H -6.973 -0.403 4.226 0.28
```